Record 1
The following is a DFT calculation (ωB97M-V/def2-TZVPD) of a cluster of 2 separate species, C2HBN2S in total at a distorted geometry.

strongest force on any atom: 0.0500 Eh/bohr
spin multiplicity: 1
gap between HOMO and LUMO (alpha / beta): 5.0405 / 5.0370 eV
net charge: 0
LUMO energy (alpha / beta): -3.578 / -3.573 eV
DFT total energy: -609.1744 Eh
ΔE to the lowest compared entry with this formula, charge and spin: 128.3 kcal/mol

Last column: natural (NBO) charge in e.
Cartesian coordinates (Å):
N  0.112597  1.625398  -2.408459  -0.085
C  0.799900  -1.208233  0.331870  -0.243
S  -1.249803  0.631818  2.164781  -0.365
B  0.714029  -0.121495  -0.574508  0.851
C  0.412062  0.810964  -1.658779  -0.189
N  1.073033  -2.018321  1.131157  -0.065
H  -1.861819  0.279869  1.013938  0.096

Cartesian forces (eV/Å) of the 3 atoms listed first:
-0.2 0.6 -0.8
1.1 -1.7 1.5
0.9 -0.1 -1.6



Record 2
The following is a DFT calculation (ωB97M-V/def2-TZVPD) of a structure of composition C2HBeO2 at a distorted geometry.

strongest force on any atom: 0.0433 Eh/bohr
spin multiplicity: 1
gap between HOMO and LUMO (alpha / beta): 6.1595 / 6.6999 eV
net charge: +1
LUMO energy (alpha / beta): -7.176 / -7.215 eV
DFT total energy: -241.6397 Eh

Last column: natural (NBO) charge in e.
Cartesian coordinates (Å):
O  -2.145421  2.074145  -0.691253  -0.214
O  0.407700  -0.818912  0.885043  -0.938
C  1.199066  -1.485388  0.150413  0.197
H  2.234019  -1.034134  0.182806  0.124
C  -1.430122  1.245843  -0.465388  0.329
Be  -0.265242  0.018445  -0.061622  1.501

Cartesian forces (eV/Å) of the 3 atoms listed first:
0.8 -0.9 0.2
-0.3 1.0 1.6
1.0 0.4 -1.9